# 1
{
  "formula": "C8H7I3Si",
  "method": "the ωB97M-V functional and the def2-TZVPD basis",
  "symbols": ["C", "C", "C", "C", "C", "C", "C", "C", "Si", "I", "I", "I", "H", "H", "H", "H", "H", "H", "H"],
  "positions_angstrom": [[1.826086, 0.702825, 0.279057], [0.697285, 0.882962, 0.999464], [2.221059, -0.569663, -0.273971], [1.379554, -1.316095, -0.986871], [-0.088519, -0.132694, 1.734008], [-1.375561, -0.255739, 1.514208], [0.088009, -0.860664, -1.114139], [-1.044651, -0.373455, -0.952830], [-2.299149, 0.534378, 0.104383], [-0.696456, -1.246780, -3.576456], [0.044088, 2.964142, -2.399448], [-4.397816, -0.812221, -0.052056], [2.534825, 1.625236, 0.025725], [0.448055, 1.961862, 1.294792], [3.351868, -0.897245, -0.261116], [1.568148, -2.407911, -1.333296], [0.424120, -0.809932, 2.477662], [-2.065199, -0.942434, 2.197019], [-2.615748, 1.953428, 0.323867]],
  "atomic_forces_ev_per_a": [[1.0991, 2.2344, 0.0259], [1.2372, 1.8591, 0.8903], [3.3472, -0.5646, 0.0500], [0.5671, -3.2005, -0.0944], [1.2431, -0.7049, 0.6031], [-3.2316, -1.1065, 2.4632], [-3.4137, 0.8248, -0.0123], [0.8087, 0.7890, -0.5230], [0.1770, -2.1718, 0.2715], [-0.2003, -0.1784, -1.0744], [-0.0306, -0.1224, 0.0332], [0.4949, 0.6291, -0.0858], [-1.7623, -1.9905, 0.5582], [0.2903, -1.5329, -0.5661], [-2.3485, 0.7418, 0.1791], [0.0952, 2.2831, 0.3161], [-0.3727, 0.9416, -0.8536], [1.7940, 1.2011, -1.4721], [0.2060, 0.0683, -0.7088]],
  "orbital_gap_ev": [7.511, 4.580],
  "lumo_ha": [-0.0499, -0.1199],
  "de_lowest_kj_mol": 376.4,
  "spin_multiplicity": 1
}

# 2
{
  "formula": "C8H7InO6",
  "method": "the ωB97M-V functional and the def2-TZVPD basis",
  "symbols": ["O", "C", "In", "O", "C", "C", "O", "C", "O", "C", "O", "H", "C", "C", "C", "O", "H", "H", "H", "H", "H", "H"],
  "positions_angstrom": [[-2.805389, 3.080770, -2.812141], [-2.090433, 2.389446, -2.185964], [-0.426137, 1.221165, -0.907950], [-3.636655, 0.163200, -1.810436], [-2.612806, 0.670175, -1.611743], [1.866231, 2.375719, -0.052308], [2.878964, 2.304294, 0.480692], [-1.409381, 1.865493, 1.535537], [-1.934667, 1.935736, 2.538812], [0.675763, -0.086079, -2.909667], [0.993098, -0.745163, -3.774368], [1.133195, 2.968086, -0.726556], [-0.172614, -2.376798, 1.901689], [0.392055, -1.538240, 0.812874], [1.869517, -1.406981, 0.694533], [-0.424201, -0.850398, 0.134757], [0.583282, -3.027696, 2.346802], [-1.042717, -2.892306, 1.511743], [-0.646900, -1.826719, 2.719281], [2.226625, -1.650593, -0.320815], [2.305184, -0.439827, 1.026937], [2.277988, -2.133285, 1.408291]],
  "atomic_forces_ev_per_a": [[3.0428, -3.3007, 2.8436], [-2.7974, 6.8008, -4.3881], [0.5479, -1.9090, 0.9652], [3.3587, 2.2078, 0.4011], [-4.5692, -5.4503, 0.5756], [-0.7163, 1.8591, -1.5982], [-1.3280, -0.4954, -0.3399], [-1.5162, 0.2185, 2.4522], [1.2045, -0.1469, -2.1466], [0.5586, -1.6226, -2.2226], [-0.5544, 1.3570, 1.7971], [2.8237, 0.2851, 1.7062], [0.0873, -0.5405, -0.0182], [-1.4055, 1.9676, 0.5231], [0.7356, -0.6332, 0.2740], [1.0640, -0.5144, 0.2033], [-0.3868, -0.1303, -0.1897], [0.0199, -0.5980, -0.2106], [0.3702, 0.6380, -0.1243], [-0.1304, 0.1605, 0.3511], [-0.6939, -0.2838, -0.3598], [0.2852, 0.1306, -0.4944]],
  "orbital_gap_ev": [6.751, 5.870],
  "lumo_ha": [-0.3642, -0.3945],
  "charge": 2,
  "spin_multiplicity": 1
}

# 3
{
  "formula": "C8H7N",
  "method": "the ωB97M-V functional and the def2-TZVPD basis",
  "symbols": ["C", "C", "C", "C", "C", "C", "C", "C", "N", "H", "H", "H", "H", "H", "H", "H"],
  "positions_angstrom": [[-2.510183, 0.051015, -0.000767], [-1.790455, -1.173334, -0.007202], [-1.607248, 1.087977, 0.012504], [-0.484296, -0.808585, 0.008113], [1.382682, -1.141337, 0.030690], [1.890175, 0.020049, -0.748273], [1.899388, 0.059718, 0.738883], [0.984767, 0.981811, -0.019078], [-0.370816, 0.536108, 0.011526], [-3.580000, 0.137051, -0.028256], [-2.205540, -2.159294, -0.027626], [-1.762792, 2.149775, 0.044139], [1.757510, -2.142216, 0.061011], [2.623255, 0.123143, -1.518211], [2.635826, 0.226243, 1.494897], [1.137724, 2.051880, -0.052345]],
  "atomic_forces_ev_per_a": [[-0.2432, 0.2133, -0.0654], [-0.1261, -0.0823, 0.0100], [-0.5583, 0.3037, -0.0160], [4.6216, -0.9672, 0.0987], [-4.4457, 1.0845, -0.1142], [-0.2780, 0.0691, 0.3478], [-0.2630, 0.1335, -0.2577], [0.8137, -0.0194, -0.0094], [-0.2256, -0.6121, 0.0005], [-0.1623, 0.1320, 0.0569], [-0.0300, -0.2305, 0.0247], [-0.0145, 0.1343, -0.0595], [0.2805, -0.1422, -0.0228], [0.2397, 0.0760, -0.1829], [0.2524, -0.0158, 0.1680], [0.1388, -0.0770, 0.0212]],
  "orbital_gap_ev": 8.922,
  "smiles": "c1cc2n(c1)[C@@H]1[C@@H]3[C@H]2[C@@H]31",
  "lumo_ha": 0.0384,
  "de_lowest_kj_mol": 324.6,
  "spin_multiplicity": 1
}

# 4
{
  "formula": "C8H7N2O2",
  "method": "the ωB97M-V functional and the def2-TZVPD basis",
  "symbols": ["C", "C", "C", "C", "C", "C", "C", "C", "N", "N", "O", "O", "H", "H", "H", "H", "H", "H", "H"],
  "positions_angstrom": [[-1.394279, -1.303280, -0.407512], [-0.352426, -2.151134, -0.038539], [-1.280632, 0.080389, -0.224943], [0.795027, -1.662999, 0.438402], [-0.035979, 0.572465, 0.075174], [1.005162, -0.318822, 0.545821], [3.611705, -0.604316, -0.427698], [0.397703, 1.951087, 0.552167], [1.876634, 1.742041, 0.724266], [2.062467, 0.334840, 0.853251], [3.844398, -1.491713, 0.289361], [3.519978, 0.185012, -1.294380], [-2.291687, -1.621419, -0.883173], [-0.372732, -3.226463, -0.101927], [-2.070303, 0.695870, -0.604219], [1.695243, -2.272675, 0.541479], [0.153224, 2.655521, -0.178868], [-0.295215, 2.129753, 1.423464], [2.399503, 2.096352, -0.136692]],
  "atomic_forces_ev_per_a": [[-0.6273, -0.0971, 0.3143], [-1.6255, -0.5441, -0.6431], [1.3969, -0.5154, -1.1894], [2.7826, -1.2850, 0.5154], [-0.5431, 0.0007, 1.7542], [-2.3890, 2.6467, -1.7829], [-0.9009, 1.0731, 0.2756], [-0.4304, -2.1895, -0.1328], [-0.6189, 1.2620, -0.4084], [3.3600, 0.5032, 1.6566], [0.8013, -0.5447, -0.3982], [0.6831, -0.5350, -0.1746], [-0.5967, -0.7372, -0.0755], [-0.5612, -0.2859, -0.4197], [-0.4915, 0.4997, 0.1263], [-0.5706, -0.3068, 0.4430], [-0.0668, 1.5615, -1.0784], [1.4960, 0.3533, 0.0860], [-1.0980, -0.8595, 1.1316]],
  "orbital_gap_ev": 5.784,
  "lumo_ha": 0.1397,
  "charge": -1,
  "de_lowest_kj_mol": 20.1,
  "spin_multiplicity": 1
}

# 5
{
  "formula": "C8H7N3",
  "method": "the ωB97M-V functional and the def2-TZVPD basis",
  "symbols": ["C", "C", "C", "C", "C", "C", "C", "C", "N", "N", "N", "H", "H", "H", "H", "H", "H", "H"],
  "positions_angstrom": [[-1.477125, 1.783112, -1.022264], [0.538169, 2.102018, 0.179869], [-1.347902, -1.009768, -0.630515], [-1.160617, 0.643710, 1.178811], [-0.570567, 1.374955, -0.028333], [-0.509518, -0.254043, 0.186344], [1.636693, -1.443650, -0.638595], [0.864530, -0.895885, 0.594377], [-2.200421, 1.973234, -1.890526], [1.536374, 2.614467, 0.360704], [-2.107346, -1.674617, -1.141345], [-0.491059, 0.793955, 2.002025], [-2.219705, 0.676209, 1.291316], [1.117503, -2.230010, -1.108702], [2.565380, -1.952107, -0.425898], [1.880740, -0.603447, -1.226001], [1.309789, -0.009128, 1.131827], [0.635083, -1.889006, 1.186904]],
  "atomic_forces_ev_per_a": [[-0.6321, 0.0824, -1.1431], [2.6121, 1.2691, 0.1327], [0.1321, 0.3417, 0.1864], [0.9835, 0.0366, -0.4886], [-3.1600, -3.7419, 0.3524], [1.8428, 1.2346, 1.1374], [0.3763, 0.8850, 1.8260], [-1.0888, -1.2073, -0.0563], [-0.2479, 0.2748, -0.0733], [1.3591, 0.9077, 0.3557], [-1.3712, -1.3573, -1.2817], [-0.3990, 0.0707, 0.8188], [-0.4638, -0.0634, 0.2326], [-1.2599, -0.4210, -0.9804], [0.4714, 0.2393, 0.7929], [0.1620, 0.6554, -1.4112], [0.3951, -1.7048, -0.1561], [0.2885, 2.4984, -0.2443]],
  "orbital_gap_ev": 11.158,
  "smiles": "CC[C@@]1(C#N)CC1(C#N)C#N",
  "lumo_ha": 0.0089,
  "de_lowest_kj_mol": 310.9,
  "spin_multiplicity": 1
}

# 6
{
  "formula": "C8H7N3",
  "method": "the ωB97M-V functional and the def2-TZVPD basis",
  "symbols": ["C", "C", "C", "C", "C", "C", "C", "C", "H", "H", "H", "H", "H", "H", "H", "N", "N", "N"],
  "positions_angstrom": [[-2.434778, 0.995174, -0.435970], [-3.071240, -0.189558, 0.065495], [-2.329141, -1.365776, 0.365503], [-0.361294, -0.274807, 0.016119], [-1.098142, 1.008717, -0.396963], [1.141220, -0.237928, -0.011011], [3.187628, 0.376960, 0.409836], [3.110656, -0.725807, -0.455077], [-2.943804, 1.754636, -0.560942], [-4.148292, -0.245346, -0.142225], [-2.900067, -2.271894, 0.536435], [-0.498366, 2.013585, -0.712306], [1.527006, 1.249219, 1.302409], [3.930451, 0.827325, 0.756601], [4.168084, -1.154900, -0.831469], [-0.995350, -1.318964, 0.273154], [1.820594, 0.622640, 0.595339], [1.894836, -1.063271, -0.774931]],
  "atomic_forces_ev_per_a": [[3.7030, -8.3595, 3.2698], [0.2808, -1.2513, -1.4243], [-1.7250, 3.1890, -1.3824], [0.3217, 5.8284, -2.0872], [4.3151, 0.3564, 0.0116], [-3.6777, -4.1866, -3.7589], [-7.3117, -5.5085, -4.2925], [6.1259, 1.2598, 0.2924], [-4.9544, 7.3482, -1.8811], [0.3071, -0.1306, 0.8326], [0.6273, -0.1927, 0.2521], [-1.3156, -2.7458, 0.8210], [-0.7407, 0.5683, 0.4149], [5.8170, 4.0693, 3.1675], [-3.0285, 0.5072, 0.4601], [-0.8735, -3.7982, 1.5565], [4.5109, 3.4977, 3.1026], [-2.3817, -0.4512, 0.6452]],
  "orbital_gap_ev": 9.119,
  "smiles": "c1ccc(-c2ncc[nH]2)nc1",
  "lumo_ha": 0.0252,
  "de_lowest_kj_mol": 303.7,
  "spin_multiplicity": 1
}

What is the formula in the first record?
C8H7I3Si